Entry 1:
Density functional theory data (ωB97M-V/def2-TZVPD) for an isolated ion of composition C19H39N2O2S and charge +1.

Cartesian coordinates (Å):
C  6.245  4.039  0.315
C  5.590  3.841  -1.040
O  5.517  2.459  -1.370
C  4.235  1.945  -1.534
C  3.491  1.832  -0.207
S  1.686  1.675  -0.454
C  1.602  0.128  0.262
C  0.242  -0.501  0.243
C  0.115  -1.950  -0.234
C  -1.294  -2.495  0.043
C  -2.417  -1.771  -0.682
C  -3.801  -2.286  -0.265
C  -4.902  -1.743  -1.177
C  -5.299  -0.292  -0.845
C  -6.640  -0.150  -0.081
C  -7.568  0.924  -0.651
O  -7.415  2.189  -0.046
C  -7.939  2.268  1.260
N  2.713  -0.317  0.756
C  2.887  -1.625  1.397
C  3.483  -2.681  0.455
N  4.532  -3.473  1.102
C  3.853  0.638  0.716
C  5.244  0.038  0.516
H  6.380  5.099  0.518
H  7.217  3.547  0.309
H  5.649  3.602  1.117
H  6.183  4.352  -1.796
H  4.595  4.296  -1.059
H  3.634  2.529  -2.239
H  4.335  0.949  -1.966
H  3.610  2.726  0.398
H  -0.347  0.113  -0.438
H  -0.223  -0.377  1.225
H  0.814  -2.615  0.264
H  0.323  -2.011  -1.304
H  -1.456  -2.438  1.125
H  -1.310  -3.556  -0.206
H  -2.396  -0.698  -0.486
H  -2.306  -1.931  -1.757
H  -3.998  -1.924  0.748
H  -3.798  -3.376  -0.249
H  -4.546  -1.773  -2.210
H  -5.791  -2.371  -1.147
H  -4.518  0.179  -0.245
H  -5.372  0.283  -1.767
H  -6.430  0.100  0.957
H  -7.164  -1.105  -0.098
H  -8.614  0.608  -0.570
H  -7.369  1.070  -1.712
H  -8.724  1.527  1.425
H  -8.360  3.259  1.409
H  -7.160  2.117  2.012
H  1.929  -1.933  1.801
H  3.570  -1.471  2.230
H  3.840  -2.201  -0.460
H  2.701  -3.373  0.144
H  4.947  -3.003  1.895
H  5.287  -3.682  0.464
H  3.870  1.055  1.729
H  5.944  0.633  1.098
H  5.582  0.083  -0.514
H  5.310  -0.981  0.881

Results
HOMO-LUMO gap in Eh: 0.286
Charge: +1

Entry 2:
Density functional theory data (ωB97M-V/def2-TZVPD) for a 5-piece molecular cluster, C19H40N3O8 overall.

Cartesian coordinates (Å):
C  0.143  -1.040  0.220
O  0.485  -0.408  -0.920
H  -0.464  -1.960  0.052
H  0.873  -1.488  0.930
H  -0.596  -0.455  0.817
C  -3.028  0.246  4.671
C  -3.167  -0.125  3.205
C  -2.814  0.990  2.216
O  -3.619  2.153  2.462
C  -3.034  3.246  1.775
N  -2.364  -1.361  2.914
H  -2.953  -0.573  5.391
H  -3.821  0.866  5.090
H  -2.074  0.763  4.826
H  -4.194  -0.462  3.039
H  -2.989  0.701  1.175
H  -1.731  1.143  2.285
H  -2.974  2.940  0.729
H  -2.110  3.669  2.180
H  -3.672  4.131  1.862
H  -1.423  -1.055  3.170
H  -2.321  -1.371  1.895
C  -1.750  -5.379  -1.064
C  -1.289  -4.306  -2.016
C  -2.175  -3.050  -1.997
O  -1.837  -2.133  -3.017
C  -2.930  -1.339  -3.396
N  0.124  -3.929  -1.697
H  -1.626  -5.079  -0.021
H  -1.342  -6.377  -1.233
H  -2.827  -5.575  -1.168
H  -1.242  -4.715  -3.030
H  -2.210  -2.643  -0.979
H  -3.236  -3.322  -2.084
H  -3.702  -1.288  -2.621
H  -3.388  -1.654  -4.338
H  -2.619  -0.297  -3.503
H  0.556  -4.849  -1.569
H  0.029  -3.722  -0.699
C  5.029  1.329  -1.513
C  4.447  -0.061  -1.958
C  3.937  -0.909  -0.801
O  3.624  -2.189  -1.321
C  3.256  -3.145  -0.341
N  3.264  0.152  -2.843
H  4.365  2.132  -1.826
H  6.049  1.460  -1.876
H  5.085  1.346  -0.420
H  5.260  -0.524  -2.516
H  3.067  -0.503  -0.274
H  4.700  -1.022  -0.013
H  2.625  -3.806  -0.934
H  2.827  -2.724  0.568
H  4.114  -3.760  -0.032
H  3.664  0.537  -3.696
H  2.746  0.905  -2.402
C  0.821  5.708  -0.028
C  0.713  5.441  1.275
C  0.698  4.030  1.801
O  0.640  3.756  2.997
C  0.726  2.997  0.819
C  1.007  3.287  -0.491
C  1.144  4.691  -1.022
O  1.488  4.939  -2.152
O  0.978  2.374  -1.432
O  0.500  6.440  2.158
H  0.708  6.747  -0.311
H  0.624  1.943  1.041
H  0.806  1.472  -1.053
H  0.399  6.064  3.045

Results
HOMO-LUMO gap in Eh: 0.183
Charge: -1

Entry 3:
Density functional theory data (ωB97M-V/def2-TZVPD) for C19H40OOsP2 as an isolated structure.

Cartesian coordinates (Å):
P  0.206  -1.655  -0.190
P  0.487  1.389  1.094
C  0.164  -0.110  -1.222
C  0.804  1.164  -0.681
H  -0.878  0.032  -1.545
H  0.715  -0.406  -2.114
H  1.890  1.151  -0.843
H  0.408  2.053  -1.173
C  -1.351  1.697  1.035
H  -1.582  2.418  1.821
H  -1.942  0.749  1.267
H  -1.659  2.049  0.052
C  1.358  2.783  1.776
H  1.243  3.664  1.127
H  2.428  2.535  1.852
H  0.972  3.016  2.779
C  -1.003  -2.890  -0.691
H  -0.834  -3.775  -0.064
H  -0.908  -3.179  -1.742
H  -2.008  -2.494  -0.493
C  1.878  -2.314  -0.452
H  2.613  -1.624  -0.022
H  2.104  -2.470  -1.515
H  1.927  -3.278  0.072
Os  -0.515  -0.548  1.562
C  0.458  1.353  -3.612
C  -0.870  1.391  -3.363
C  -1.874  0.764  -4.277
C  -1.501  -0.656  -4.797
C  -0.808  -1.538  -3.804
C  0.530  -1.676  -3.726
C  1.494  -0.843  -4.529
C  1.101  0.652  -4.767
C  0.602  -1.879  2.585
H  1.168  1.944  -3.022
H  -1.285  2.013  -2.564
H  -2.040  1.422  -5.150
H  -2.845  0.694  -3.762
H  -2.442  -1.158  -5.072
H  -0.925  -0.567  -5.731
H  -1.484  -2.174  -3.230
H  0.989  -2.513  -3.183
H  1.643  -1.305  -5.524
H  2.486  -0.859  -4.049
H  2.039  1.196  -4.973
H  0.497  0.740  -5.686
H  1.351  -1.358  3.194
H  1.052  -2.728  2.052
H  -0.202  -2.253  3.254
C  -1.154  1.873  5.228
C  -0.507  0.602  4.677
C  0.998  0.722  4.895
C  -0.981  -0.555  5.548
O  -0.915  0.438  3.337
H  -0.892  1.975  6.290
H  -2.236  1.815  5.128
H  -0.803  2.757  4.685
H  1.182  0.936  5.956
H  1.517  -0.211  4.670
H  1.437  1.529  4.301
H  -2.066  -0.650  5.483
H  -0.517  -1.497  5.253
H  -0.711  -0.356  6.593

Results
HOMO-LUMO gap (spin up / spin down) in Eh: 0.297 / 0.186
Charge: +2
2S+1: 5

no.,maximum force (eV Å⁻¹),total energy (eV)
1,1.1,-38239.001
2,1.9,-41198.347
3,5.8,-43422.544